Entry 1:
The following is a DFT calculation (wB97M-V/def2-TZVPD) of the ion C6H7N2O4 with charge -1.

The value obtained for the total energy is -643.21175 Ha. The structure (SMILES) is CN1C(=O)[C@@H](C[N+](=O)[O-])C=C1[O-]. Its total charge is -1. The orbital gap comes out at 5.89 eV. The calculation puts the relative energy (zero: lowest compared OMol25 entry of this formula, charge and spin) at 480.3 kJ/mol. The LUMO energy is 0.1087 Ha. The calculation puts the HOMO energy at -2.93 eV.

Each line ends with the natural charge from an NBO analysis.
Cartesian coordinates (Å):
C  6.36  -3.24  1.49  -0.415
N  5.35  -2.14  1.49  -0.493
C  4.67  -1.61  0.39  0.687
O  4.86  -1.92  -0.79  -0.637
C  3.82  -0.49  0.91  -0.291
C  2.22  -0.72  0.49  -0.299
N  1.06  0.20  0.66  0.486
O  0.20  0.13  1.56  -0.402
O  1.19  1.28  -0.01  -0.452
C  4.13  -0.28  2.23  -0.594
C  5.08  -1.32  2.69  0.628
O  5.51  -1.56  3.81  -0.692
H  6.55  -3.56  0.43  0.218
H  7.32  -2.91  1.99  0.209
H  6.01  -4.16  2.05  0.194
H  3.65  0.46  0.29  0.217
H  2.12  -0.73  -0.67  0.227
H  1.91  -1.67  0.93  0.201
H  3.58  0.35  2.88  0.210

Entry 2:
The following is a DFT calculation (wB97M-V/def2-TZVPD) of a cluster of 2 separate species, C6H7N3 in total.

The value obtained for the total energy is -396.85235 Ha. The orbital gap comes out at 8.15 eV. The calculation puts the relative energy (zero: lowest compared OMol25 entry of this formula, charge and spin) at 629.9 kJ/mol. The LUMO energy is 0.0210 Ha. The calculation puts the HOMO energy at -7.58 eV.

Each line ends with the natural charge from an NBO analysis.
Cartesian coordinates (Å):
C  1.44  0.27  -0.16  0.346
C  1.05  1.62  -0.09  -0.394
C  -0.37  1.64  0.23  -0.179
C  -0.85  0.37  0.16  -0.056
C  -2.21  -0.05  -0.07  -0.039
C  -3.42  -0.45  -0.12  -0.289
H  3.62  -0.01  -0.26  0.396
H  2.42  -1.31  -0.68  0.402
H  1.51  2.59  -0.27  0.233
H  -0.95  2.61  0.58  0.240
H  -4.61  -0.26  -0.49  0.282
H  -0.69  -2.50  -0.20  0.387
H  0.62  -2.05  1.28  0.367
N  2.66  -0.52  0.00  -0.828
N  0.33  -0.46  -0.07  -0.212
N  0.47  -1.81  0.14  -0.656

Entry 3:
The following is a DFT calculation (wB97M-V/def2-TZVPD) of a cluster of 2 separate species, C6H7N3 in total.

The value obtained for the total energy is -396.97298 Ha. The structure (SMILES) is N=C=C1C=CC=N1.C=N. The orbital gap comes out at 8.79 eV. The calculation puts the relative energy (zero: lowest compared OMol25 entry of this formula, charge and spin) at 313.2 kJ/mol. The LUMO energy is 0.0264 Ha. The calculation puts the HOMO energy at -8.07 eV.

Each line ends with the natural charge from an NBO analysis.
Cartesian coordinates (Å):
N  -1.07  1.13  0.45  -0.610
C  0.03  0.65  0.47  0.583
C  1.28  0.22  0.21  -0.196
C  2.32  0.95  -0.46  -0.193
C  3.44  0.14  -0.52  -0.335
C  2.99  -1.11  0.16  0.010
N  1.81  -1.00  0.64  -0.422
H  -2.06  0.88  0.11  0.453
H  2.02  2.00  -0.79  0.221
H  4.27  0.38  -1.17  0.226
H  3.53  -2.06  0.38  0.200
C  -3.69  -0.47  0.51  -0.006
N  -3.36  -0.09  -0.61  -0.621
H  -4.58  -0.95  0.73  0.162
H  -2.95  -0.32  1.26  0.164
H  -3.98  -0.36  -1.36  0.364

Entry 4:
The following is a DFT calculation (wB97M-V/def2-TZVPD) of the molecule C6H7N3.

The value obtained for the total energy is -396.86952 Ha. The structure (SMILES) is C#C[C@@]12C[C@@H]1N=CN2N. The orbital gap comes out at 9.37 eV. The calculation puts the relative energy (zero: lowest compared OMol25 entry of this formula, charge and spin) at 584.8 kJ/mol. The LUMO energy is 0.0301 Ha. The calculation puts the HOMO energy at -8.55 eV.

Each line ends with the natural charge from an NBO analysis.
Cartesian coordinates (Å):
C  0.37  2.70  -1.25  -0.288
C  -0.21  1.55  -0.90  -0.024
C  -0.36  0.27  -0.18  -0.035
C  -0.94  0.34  1.20  -0.423
C  -1.68  -0.57  0.33  -0.024
N  -1.25  -1.91  0.35  -0.460
C  -0.10  -1.98  -0.20  0.281
N  0.53  -0.77  -0.67  -0.285
N  1.89  -0.79  -0.24  -0.642
H  1.11  3.66  -1.44  0.291
H  -0.42  -0.20  2.00  0.217
H  -1.26  1.23  1.55  0.238
H  -2.60  -0.19  -0.18  0.230
H  0.59  -2.96  -0.15  0.221
H  2.43  -0.11  -0.90  0.364
H  1.91  -0.27  0.68  0.337

Entry 5:
The following is a DFT calculation (wB97M-V/def2-TZVPD) of the molecule C6H7N3O.

The value obtained for the total energy is -472.29394 Ha. The structure (SMILES) is CCc1noc(N)c1C#N. The orbital gap comes out at 9.83 eV. The calculation puts the relative energy (zero: lowest compared OMol25 entry of this formula, charge and spin) at 125.8 kJ/mol. The LUMO energy is 0.0244 Ha. The calculation puts the HOMO energy at -9.16 eV.

Each line ends with the natural charge from an NBO analysis.
Cartesian coordinates (Å):
C  1.25  0.43  -1.66  -0.596
C  0.82  0.85  -0.26  -0.441
C  -0.69  0.73  -0.09  0.237
N  -1.53  1.72  0.09  -0.138
O  -2.82  1.15  0.20  -0.304
C  -2.69  -0.19  0.09  0.565
N  -3.69  -1.12  0.21  -0.804
C  -1.40  -0.55  -0.12  -0.404
C  -0.95  -1.89  -0.36  0.274
N  -0.60  -2.98  -0.50  -0.323
H  2.29  0.67  -1.82  0.219
H  0.61  0.91  -2.39  0.212
H  1.09  -0.69  -1.77  0.213
H  1.39  0.24  0.46  0.230
H  1.05  1.91  -0.15  0.229
H  -4.54  -0.76  0.63  0.409
H  -3.38  -2.08  0.38  0.423

Entry 6:
The following is a DFT calculation (wB97M-V/def2-TZVPD) of the molecule C6H7N3O.

The value obtained for the total energy is -472.13989 Ha. The structure (SMILES) is CC1=C=NC(=O)N(C)N=C1. The orbital gap comes out at 8.07 eV. The calculation puts the relative energy (zero: lowest compared OMol25 entry of this formula, charge and spin) at 530.3 kJ/mol. The LUMO energy is 0.0102 Ha. The calculation puts the HOMO energy at -7.79 eV.

Each line ends with the natural charge from an NBO analysis.
Cartesian coordinates (Å):
C  2.15  -2.08  -0.29  -0.621
C  1.45  -0.88  0.09  -0.370
C  1.73  0.26  0.80  0.523
N  1.46  1.34  1.31  -0.545
C  0.33  2.62  1.20  0.905
O  0.46  3.66  1.69  -0.486
N  -0.52  1.92  0.41  -0.316
C  -1.85  2.63  0.17  -0.399
N  -0.76  0.51  0.15  -0.349
C  0.01  -0.52  -0.04  0.141
H  3.00  -2.59  0.38  0.230
H  2.59  -2.01  -1.25  0.216
H  1.48  -2.92  -0.44  0.224
H  -2.64  2.10  0.72  0.218
H  -1.86  3.73  0.48  0.217
H  -2.06  2.80  -0.81  0.207
H  -0.54  -1.44  -0.19  0.206

Entry 7:
The following is a DFT calculation (wB97M-V/def2-TZVPD) of the molecule C6H7N3O.

The value obtained for the total energy is -472.11457 Ha. The orbital gap comes out at 7.75 eV. The calculation puts the relative energy (zero: lowest compared OMol25 entry of this formula, charge and spin) at 596.8 kJ/mol. The LUMO energy is -0.0126 Ha. The calculation puts the HOMO energy at -8.10 eV.

Each line ends with the natural charge from an NBO analysis.
Cartesian coordinates (Å):
C  -1.96  -0.84  0.79  0.246
C  -1.74  2.42  -0.39  0.155
C  -1.08  0.11  0.23  -0.151
C  0.47  -0.04  0.11  0.023
C  1.03  -1.14  0.92  -0.642
C  0.72  -0.41  -1.44  -0.568
N  -2.63  -1.74  1.10  -0.332
N  -1.48  1.28  -0.17  -0.174
N  0.87  1.26  0.32  0.119
O  1.78  1.53  1.10  -0.278
H  -2.18  3.30  -0.77  0.254
H  2.05  -1.18  0.64  0.221
H  0.66  -2.14  0.77  0.239
H  1.09  -0.93  2.00  0.232
H  1.51  0.22  -1.81  0.215
H  -0.17  -0.25  -1.96  0.217
H  1.06  -1.44  -1.45  0.223

Entry 8:
The following is a DFT calculation (wB97M-V/def2-TZVPD) of the molecule C6H7N3O2.

The value obtained for the total energy is -547.48288 Ha. The structure (SMILES) is C/C(=N\O)Oc1cncnc1. The orbital gap comes out at 9.86 eV. The calculation puts the relative energy (zero: lowest compared OMol25 entry of this formula, charge and spin) at 266.7 kJ/mol. The LUMO energy is 0.0209 Ha. The calculation puts the HOMO energy at -9.29 eV.

Each line ends with the natural charge from an NBO analysis.
Cartesian coordinates (Å):
C  -1.97  -0.87  0.48  -0.692
C  -0.90  0.03  -0.07  0.517
N  -1.11  1.27  -0.31  -0.221
O  -2.45  1.62  0.09  -0.584
O  0.24  -0.69  -0.27  -0.472
C  1.52  -0.16  -0.14  0.202
C  1.85  1.10  0.36  0.011
N  3.13  1.36  0.43  -0.438
C  4.07  0.56  -0.01  0.226
N  3.79  -0.61  -0.75  -0.415
C  2.51  -0.96  -0.74  0.023
H  -2.90  -0.41  0.37  0.244
H  -2.06  -1.96  0.17  0.242
H  -1.68  -0.93  1.57  0.234
H  -2.43  2.63  -0.10  0.488
H  1.12  1.82  0.75  0.230
H  5.10  0.76  0.14  0.188
H  2.30  -1.98  -1.19  0.218